[1]
This record from OMol25 describes a molecular structure, C51H78AsCsN6O. The level of theory is ωB97M-V/def2-TZVPD.

Summary:
Total energy (eV): -126528.5027
Total charge: -2
F_max (eV/Å): 2.3
HOMO (eV): -1.17
Relative energy (zero: lowest compared OMol25 entry of this formula, charge and spin) (kcal per mole): 26.1

Geometry (Å):
Cs: -0.47 1.08 0.85
N: 2.18 -2.37 0.11
C: 3.27 -2.54 0.92
C: 4.36 -3.32 0.56
C: 5.41 -3.55 1.47
C: 5.41 -3.01 2.73
C: 4.33 -2.18 3.12
C: 4.25 -1.53 4.38
C: 3.20 -0.70 4.65
C: 2.20 -0.50 3.66
N: 2.23 -1.12 2.51
C: 3.27 -1.94 2.22
H: 2.31 -2.42 -0.89
H: 1.56 -1.63 0.39
H: 4.40 -3.75 -0.43
H: 6.25 -4.16 1.16
H: 6.22 -3.20 3.43
H: 5.03 -1.70 5.11
H: 3.12 -0.18 5.59
H: 1.39 0.20 3.83
N: -0.63 2.01 -2.96
C: 0.26 2.90 -3.50
C: 1.33 2.49 -4.32
C: 2.17 3.41 -4.90
C: 2.00 4.78 -4.70
C: 0.95 5.20 -3.88
C: 0.10 4.28 -3.28
H: -0.33 1.04 -2.96
H: -1.18 2.28 -2.12
H: 1.50 1.42 -4.46
H: 2.99 3.06 -5.52
H: 2.66 5.50 -5.16
H: 0.82 6.25 -3.67
H: -0.71 4.61 -2.63
C: -0.64 -3.26 3.55
C: -1.63 -2.12 3.81
As: -2.75 -1.75 2.22
C: -3.87 -3.39 2.28
C: -4.35 -3.83 3.66
C: -4.02 -0.55 3.14
C: -5.36 -0.41 2.41
H: 0.05 -3.39 4.38
H: -0.05 -3.06 2.65
H: -1.16 -4.21 3.39
H: -1.08 -1.20 4.02
H: -2.25 -2.33 4.68
H: -3.29 -4.18 1.80
H: -4.72 -3.18 1.63
H: -3.52 -4.14 4.29
H: -5.04 -4.68 3.57
H: -4.89 -3.03 4.17
H: -3.53 0.43 3.20
H: -4.17 -0.89 4.17
H: -5.20 -0.20 1.35
H: -5.95 0.40 2.83
H: -5.94 -1.33 2.48
C: -2.90 3.93 1.00
C: -2.95 3.22 -0.36
C: -4.26 2.42 -0.42
O: -1.85 2.44 -0.57
H: -3.75 4.61 1.13
H: -1.97 4.51 1.10
H: -2.93 3.19 1.81
H: -3.05 4.02 -1.13
H: -4.20 1.60 0.31
H: -4.38 1.97 -1.41
H: -5.13 3.04 -0.20
C: 4.33 -2.37 -5.81
C: 3.72 -1.66 -4.63
C: 4.47 -0.70 -3.94
C: 3.88 -0.03 -2.86
C: 4.65 1.02 -2.09
C: 2.59 -0.34 -2.49
C: 1.76 -1.32 -3.14
C: 2.41 -1.96 -4.26
N: 0.54 -1.47 -2.62
C: -0.53 -2.33 -3.06
C: -1.02 -3.12 -1.83
C: -0.30 -3.35 -4.19
C: -1.68 -1.41 -3.52
H: 5.36 -2.07 -5.96
H: 3.77 -2.16 -6.73
H: 4.31 -3.46 -5.67
H: 5.49 -0.48 -4.25
H: 5.62 1.21 -2.56
H: 4.83 0.69 -1.06
H: 4.09 1.95 -2.05
H: 2.12 0.16 -1.65
H: 1.89 -2.69 -4.85
H: -0.21 -3.74 -1.45
H: -1.87 -3.77 -2.08
H: -1.32 -2.43 -1.05
H: 0.50 -4.05 -3.93
H: -0.05 -2.85 -5.13
H: -1.22 -3.93 -4.35
H: -1.94 -0.71 -2.72
H: -2.57 -1.99 -3.80
H: -1.36 -0.83 -4.39
C: -6.03 -4.18 -2.10
C: -4.53 -3.93 -1.99
C: -4.25 -2.69 -1.25
N: -4.05 -1.72 -0.66
H: -6.22 -5.15 -2.55
H: -6.51 -3.41 -2.70
H: -6.50 -4.17 -1.11
H: -4.07 -3.85 -2.97
H: -4.03 -4.74 -1.46
C: 0.23 5.47 6.97
C: -0.02 4.24 6.12
C: -0.91 3.26 6.58
C: -1.15 2.14 5.76
C: -2.09 1.07 6.24
C: -0.51 2.02 4.55
C: 0.46 2.98 4.05
C: 0.63 4.12 4.90
N: 1.03 2.65 2.90
C: 2.09 3.31 2.16
C: 3.15 2.24 1.87
C: 2.84 4.51 2.78
C: 1.52 3.80 0.81
H: -0.36 5.45 7.88
H: -0.01 6.38 6.42
H: 1.29 5.53 7.25
H: -1.41 3.37 7.54
H: -2.94 1.50 6.77
H: -1.59 0.39 6.94
H: -2.47 0.47 5.41
H: -0.71 1.16 3.92
H: 1.28 4.93 4.61
H: 3.65 1.95 2.80
H: 3.91 2.61 1.17
H: 2.69 1.34 1.45
H: 3.21 4.26 3.78
H: 2.20 5.39 2.85
H: 3.69 4.76 2.15
H: 0.98 3.00 0.31
H: 2.33 4.14 0.15
H: 0.82 4.63 0.97

[2]
This record from OMol25 describes 8 unconnected molecules or ions with the total composition C51H80Br2O25. The level of theory is ωB97M-V/def2-TZVPD.

Summary:
SMILES string: CCOCc1ccc2c(c1OCC)C(=O)c1c(ccc(C)c1[C@@H](Br)[C@@H](C)Br)C2=O.CCOC(=O)OC.CCOC(=O)OC.CCOC(=O)OC.CCOC(=O)OC.CCOC(=O)OC.CCOC(=O)OC.CCOC(=O)OC
Total energy (eV): -245447.2142
F_max (eV/Å): 4.6
HOMO (eV): -8.87

Geometry (Å):
C: 1.86 -2.34 -2.12
C: 3.07 -2.04 -1.08
O: 2.79 -0.95 -0.17
C: 2.25 -1.40 1.08
C: 0.63 -1.59 1.05
C: -0.05 -2.73 1.88
C: -1.61 -2.92 1.80
C: -2.50 -1.97 0.94
C: -1.83 -0.78 0.14
C: -0.28 -0.63 0.19
O: 0.26 0.44 -0.59
C: 0.44 1.66 0.19
C: -0.08 1.60 1.71
C: -2.80 0.18 -0.67
O: -2.56 1.42 -0.66
C: -4.04 -0.50 -1.41
C: -4.71 -1.69 -0.61
C: -5.92 -2.47 -1.17
C: -6.49 -2.01 -2.55
C: -5.83 -0.83 -3.36
C: -6.52 -0.48 -4.75
C: -4.57 -0.05 -2.82
C: -3.84 1.13 -3.62
Br: -3.38 0.66 -5.51
C: -4.58 2.57 -3.47
C: -3.45 3.68 -3.08
Br: -5.39 3.23 -5.18
C: -4.09 -2.10 0.82
O: -4.81 -2.54 1.75
H: 1.32 -3.34 -1.91
H: 1.07 -1.50 -2.13
H: 2.30 -2.34 -3.19
H: 3.98 -1.79 -1.74
H: 3.32 -3.01 -0.53
H: 2.69 -2.39 1.46
H: 2.48 -0.60 1.87
H: 0.56 -3.44 2.55
H: -2.15 -3.75 2.37
H: 1.55 1.97 0.11
H: -0.16 2.50 -0.32
H: 0.53 0.88 2.37
H: -1.21 1.43 1.81
H: 0.10 2.65 2.16
H: -6.43 -3.36 -0.64
H: -7.39 -2.58 -2.97
H: -6.20 0.51 -5.21
H: -6.25 -1.32 -5.49
H: -7.67 -0.54 -4.63
H: -2.81 1.27 -3.10
H: -5.32 2.58 -2.59
H: -2.70 3.28 -2.31
H: -3.91 4.63 -2.64
H: -2.86 3.97 -4.03
C: -4.82 -6.04 1.29
C: -3.82 -6.50 2.33
O: -3.68 -7.93 2.31
C: -2.94 -8.42 1.31
O: -2.40 -7.78 0.44
O: -2.93 -9.76 1.42
C: -2.27 -10.42 0.34
H: -5.77 -6.55 1.41
H: -4.98 -4.96 1.36
H: -4.46 -6.25 0.28
H: -4.20 -6.24 3.33
H: -2.85 -6.02 2.21
H: -1.25 -10.04 0.21
H: -2.85 -10.31 -0.58
H: -2.21 -11.48 0.58
C: 4.70 -7.35 5.46
C: 4.94 -7.18 3.97
O: 4.54 -5.87 3.53
C: 5.38 -4.87 3.84
O: 6.42 -4.98 4.45
O: 4.85 -3.72 3.39
C: 5.59 -2.56 3.76
H: 3.66 -7.13 5.70
H: 4.92 -8.37 5.76
H: 5.32 -6.67 6.04
H: 4.33 -7.89 3.42
H: 5.98 -7.37 3.70
H: 6.64 -2.65 3.46
H: 5.52 -2.40 4.84
H: 5.16 -1.70 3.25
C: 8.56 -12.36 7.31
C: 8.80 -12.18 5.83
O: 8.41 -10.87 5.39
C: 9.25 -9.88 5.71
O: 10.29 -9.99 6.32
O: 8.73 -8.72 5.27
C: 9.48 -7.57 5.64
H: 7.52 -12.13 7.56
H: 8.78 -13.39 7.62
H: 9.18 -11.69 7.90
H: 8.18 -12.89 5.27
H: 9.84 -12.38 5.56
H: 10.52 -7.66 5.33
H: 9.40 -7.41 6.71
H: 9.04 -6.71 5.13
C: 0.74 9.29 -6.00
C: 0.68 7.89 -5.41
O: -0.50 7.72 -4.61
C: -1.64 7.54 -5.30
O: -1.75 7.51 -6.50
O: -2.65 7.43 -4.42
C: -3.94 7.34 -5.02
H: 0.65 10.04 -5.22
H: 1.68 9.44 -6.54
H: -0.08 9.45 -6.71
H: 1.53 7.75 -4.74
H: 0.74 7.12 -6.18
H: -3.98 6.53 -5.76
H: -4.20 8.29 -5.49
H: -4.66 7.12 -4.24
C: 3.28 8.07 3.37
C: 1.88 7.57 3.07
O: 1.85 6.14 2.97
C: 1.91 5.47 4.13
O: 1.98 5.96 5.23
O: 1.90 4.16 3.85
C: 2.07 3.33 5.00
H: 3.99 7.69 2.63
H: 3.31 9.16 3.36
H: 3.63 7.72 4.34
H: 1.55 7.96 2.11
H: 1.16 7.92 3.82
H: 1.33 3.56 5.77
H: 3.08 3.44 5.39
H: 1.93 2.29 4.69
C: -9.18 -4.20 -10.63
C: -7.85 -4.66 -10.06
O: -6.81 -3.72 -10.38
C: -6.81 -2.59 -9.65
O: -7.59 -2.31 -8.77
O: -5.80 -1.82 -10.09
C: -5.75 -0.54 -9.47
H: -9.10 -4.02 -11.71
H: -9.95 -4.96 -10.47
H: -9.52 -3.27 -10.18
H: -7.57 -5.61 -10.52
H: -7.91 -4.82 -8.99
H: -5.72 -0.62 -8.38
H: -6.60 0.06 -9.79
H: -4.83 -0.04 -9.79
C: 0.48 14.90 4.61
C: 1.57 14.17 5.37
O: 2.04 13.03 4.63
C: 2.86 13.31 3.61
O: 3.23 14.40 3.26
O: 3.18 12.14 3.01
C: 3.97 12.30 1.83
H: -0.32 14.21 4.33
H: 0.07 15.71 5.21
H: 0.87 15.33 3.68
H: 1.16 13.79 6.31
H: 2.40 14.83 5.63
H: 4.87 12.90 2.03
H: 3.37 12.76 1.04
H: 4.28 11.31 1.50